1.
Density functional theory data (wB97M-V/def2-TZVPD) for a structure of composition C38H109FeO19Sn at a distorted geometry.

Output
molar mass	1044.83	Da
orbital gap (spin up / spin down)	5.63 / 5.40	eV
<S²>	8.760
net charge	0
spin multiplicity	6
HOMO level (spin up / spin down)	-8.05 / -7.83	eV
energy	-4420.28822	a.u.

CARTESIAN COORDINATES (ANGSTROEM)
Sn1 -0.24523 -1.98701 3.21204
Fe1 2.11833 -1.60681 -1.29510
O1 2.90926 0.40507 -1.23823
O2 3.66034 -1.87298 -2.87577
O3 0.55316 -1.14587 -0.01059
O4 -5.47043 0.44714 -2.60438
O5 -2.36958 -4.33676 -0.68548
O6 -0.34369 4.41320 4.26444
O7 0.52309 -0.98782 6.58735
O8 1.96770 2.82936 -3.88915
O9 3.30158 -2.50458 0.11744
O10 -1.51103 0.33161 5.20548
O11 -1.09933 5.87258 1.84349
O12 2.26215 -0.32507 2.80965
O13 2.24161 6.67545 0.79878
O14 1.16583 -3.34432 -1.96742
O15 -5.24984 5.36318 -3.32703
O16 1.15071 -0.71089 -3.13026
O17 0.11523 -4.65542 1.43226
O18 -3.03069 -2.57784 -6.38766
O19 -2.60408 -2.72934 1.32395
C1 -3.98542 -2.69000 1.74015
C2 0.49438 -4.53352 -2.37870
C3 -1.34619 5.11470 0.67584
C4 3.91252 -3.37085 1.02110
C5 -3.00059 -5.54421 -0.99052
C6 -0.93656 0.76836 0.57027
C7 3.81590 2.52834 -0.34775
C8 1.07588 -6.80715 0.73653
C9 -2.13580 1.35129 4.46989
C10 -0.60970 -0.41915 -0.39587
C11 -3.35691 -2.98994 -4.17857
C12 -0.29164 5.31385 5.32325
C13 1.47803 -5.39509 -3.22816
C14 -4.87422 -2.01131 0.73813
C15 2.91265 0.20140 3.83645
C16 3.97028 5.66045 2.04698
C17 1.28882 -0.51554 7.68332
C18 0.70215 3.26313 -3.55207
C19 6.05427 -2.20425 -3.03718
C20 0.93388 4.60672 -2.91619
C21 -2.07608 3.89690 1.02556
C22 -4.09454 -2.58601 -5.47564
C23 4.69590 -2.81229 -3.31019
C24 4.07029 1.07260 -0.85496
C25 0.47777 -1.34256 -4.18208
C26 -3.43148 1.21144 -3.40118
C27 2.52549 5.93775 1.99142
C28 0.19915 -0.23863 -5.16612
C29 -2.94804 4.99733 -3.64606
C30 -4.00485 -5.95288 0.07655
C31 -4.04344 0.25362 -2.34371
C32 4.38240 -4.64017 0.43852
C33 1.12919 5.20559 5.85850
C34 -0.16936 -6.07459 1.33290
C35 2.64271 -1.25750 7.77395
C36 -3.28353 0.96288 3.52162
C37 3.12732 1.78282 3.71338
C38 -4.15877 5.89652 -3.95204
H1 1.49655 4.65297 -1.98380
H2 4.95751 -4.49007 -0.47517
H3 4.75854 3.07560 -0.35188
H4 -2.38865 -3.26140 -6.18237
H5 4.79094 1.10894 -1.67193
H6 -3.91540 -2.90696 -3.24621
H7 -0.46402 1.73879 0.41835
H8 -0.01314 -5.14934 -1.63622
H9 -2.22147 2.21743 5.12606
H10 0.03164 3.57227 4.53565
H11 3.56962 -5.35947 0.33806
H12 6.91952 -2.86063 -3.13000
H13 -0.45324 -1.73007 -3.76837
H14 3.34760 2.70540 0.62047
H15 -4.74031 -5.14840 0.07932
H16 -1.91283 5.81882 0.06656
H17 1.19697 5.79190 6.77488
H18 3.70787 2.12080 4.57176
H19 4.56496 6.56265 1.90384
H20 -0.98382 -6.15983 0.61354
H21 -3.73215 0.38185 -1.30701
H22 0.68470 -0.78727 8.54894
H23 -3.59335 -5.95376 1.08589
H24 -1.67621 3.18776 1.75035
H25 -2.44260 -2.40532 -4.07679
H26 -4.44013 -1.55347 -5.52590
H27 -2.50017 -3.43046 0.67647
H28 3.85231 -0.34729 3.90043
H29 -3.07735 4.19743 1.33417
H30 -1.48570 -1.06713 -0.36687
H31 5.02034 -5.09928 1.19374
H32 1.95131 5.02135 2.12794
H33 -3.12646 3.99876 -4.04496
H34 -4.87084 -3.31949 -5.69350
H35 -4.49339 -6.89859 -0.15807
H36 4.74975 -3.13585 -4.34967
H37 2.81210 -0.35465 2.02334
H38 1.57785 5.18734 -3.57671
H39 0.95419 -2.19314 -4.66956
H40 4.49556 -3.73445 -2.76468
H41 4.25749 4.94200 1.27923
H42 -3.53569 2.22316 -3.00919
H43 -0.59207 0.44983 -4.86932
H44 1.91074 -6.82554 1.43707
H45 0.84625 -7.86172 0.58401
H46 -2.79585 0.23508 2.87310
H47 2.22972 2.39975 3.75619
H48 -4.28248 5.80541 -5.03116
H49 2.21289 -0.04526 4.63494
H50 4.28401 5.25426 3.00858
H51 -0.03673 -0.29379 6.23166
H52 1.47593 7.21514 1.00872
H53 0.01071 5.07183 -2.57046
H54 3.75161 2.06710 2.86630
H55 -2.01941 5.40702 -4.04344
H56 -5.92964 -2.08416 1.00058
H57 1.27691 0.20955 -3.37206
H58 -1.00481 4.98762 6.08025
H59 -4.13990 0.45530 3.96558
H60 1.41905 0.56193 7.58224
H61 3.64151 -1.16567 -3.52458
H62 -4.05894 -2.17648 2.69880
H63 -5.77996 4.94403 -4.00886
H64 -2.36159 1.10710 -3.58161
H65 -5.84705 1.16955 -2.09657
H66 6.23934 -1.34066 -3.67598
H67 1.06468 0.39387 -5.36333
H68 4.66728 -2.84177 1.60292
H69 0.92956 -6.18572 -3.74019
H70 -3.87752 1.23779 -4.39539
H71 -2.23002 -6.29848 -1.14988
H72 -0.74261 5.26196 2.49270
H73 2.47393 -2.29745 8.05343
H74 1.85201 -4.76760 -4.03718
H75 -0.25676 -0.72552 -6.02820
H76 6.04800 -1.76582 -2.03926
H77 -0.58109 0.44504 1.54863
H78 -1.36071 1.60680 3.74736
H79 -4.61011 -2.37440 -0.25510
H80 2.39286 -5.77099 -2.77002
H81 2.12556 6.61026 2.75029
H82 -4.17412 -3.74369 1.94568
H83 -0.49209 4.96102 0.01630
H84 -0.61220 6.29159 4.96360
H85 -2.74856 4.89403 -2.57946
H86 3.14870 3.04230 -1.03969
H87 -0.67851 -0.07998 -1.42947
H88 4.60525 0.63213 -0.01359
H89 -1.56108 -4.27660 -1.19959
H90 1.80462 5.79192 5.23551
H91 -3.79359 -0.77848 -2.58955
H92 -2.26504 3.31598 0.12283
H93 -4.75055 -0.93079 0.81084
H94 3.20694 -3.79152 1.73754
H95 2.35433 2.41251 -3.11562
H96 -0.31862 -4.27650 -3.05773
H97 -3.72675 -5.44255 -1.79702
H98 3.35969 -0.79791 8.45425
H99 -3.99932 6.86784 -3.48385
H100 0.28816 -4.33895 0.54257
H101 0.22733 3.26438 -4.53321
H102 3.13455 -1.23057 6.80160
H103 1.38365 -6.28203 -0.16770
H104 -3.02025 -4.02548 -4.22776
H105 -0.49089 -6.41763 2.31628
H106 1.48338 4.17638 5.91648
H107 -2.01036 0.94870 0.62062
H108 -3.63945 1.80630 2.92995
H109 0.12169 2.57997 -2.93202

=====

2.
Density functional theory data (wB97M-V/def2-TZVPD) for a cluster of 14 separate species, C38H110N6O14 in total at a distorted geometry.

Output
molar mass	875.33	Da
orbital gap (spin up / spin down)	8.08 / 2.92	eV
<S²>	0.754
net charge	+1
spin multiplicity	2
HOMO level (spin up / spin down)	-10.68 / -10.68	eV
energy	-2895.03425	a.u.

CARTESIAN COORDINATES (ANGSTROEM)
O1 -6.07032 25.78231 10.78192
O2 -6.63953 28.91053 16.46773
O3 -7.68343 30.58379 11.55549
O4 -4.97702 32.76728 12.83265
O5 -6.43378 21.31874 7.33454
O6 -9.38847 28.42821 16.37497
O7 -8.18338 29.99224 5.17568
O8 -7.89209 24.59176 13.17105
O9 -12.89445 34.67344 12.03637
O10 -11.39233 30.75938 16.64839
O11 -12.45916 29.61495 6.51630
O12 -5.77481 31.72734 6.24691
O13 -3.64128 35.09145 11.91488
O14 -3.38549 30.60965 12.60220
N1 -6.32281 28.62359 2.15931
N2 -9.92878 36.86735 12.15596
N3 -7.56662 27.86579 12.23071
N4 -9.29514 22.73099 7.97120
N5 -4.68306 28.62757 19.58192
N6 -9.18385 23.50265 10.97222
C1 -10.06478 34.56616 11.47019
C2 -8.02517 28.22784 10.91815
C3 -6.39344 32.03719 7.46155
C4 -5.85592 29.36558 17.59927
C5 -11.28408 31.57052 15.48518
C6 -9.60074 27.47999 15.32249
C7 -12.51626 27.67663 7.91990
C8 -5.49070 33.04029 14.10965
C9 -4.07352 29.75147 11.70392
C10 -6.49409 29.42913 3.35738
C11 -11.26920 23.30459 12.24261
C12 -5.45338 20.46468 6.77242
C13 -9.89125 23.93242 12.13373
C14 -13.05833 29.13809 7.67938
C15 -4.28887 35.84190 10.83290
C16 -6.92298 24.45772 14.28945
C17 -10.82121 35.90859 11.48674
C18 -5.99381 31.73100 14.84816
C19 -6.64197 27.27936 18.97180
C20 -5.47406 32.88473 8.38049
C21 -11.07683 27.60312 14.90282
C22 -7.31361 22.01090 6.50942
C23 -5.51668 28.16157 18.45807
C24 -8.59506 29.61996 10.95307
C25 -5.77655 35.32184 10.73957
C26 -6.01192 28.29275 15.37036
C27 -8.98235 23.78016 13.44247
C28 -8.23963 23.15251 7.04758
C29 -9.11457 27.17561 10.39826
C30 -13.62814 33.92944 12.97454
C31 -8.37394 31.85327 11.62535
C32 -3.72323 28.29176 11.95482
C33 -7.73803 29.02501 4.22874
C34 -12.10838 35.81126 12.41851
C35 -11.33871 33.05108 15.89158
C36 -6.53687 30.89392 2.91762
C37 -9.17649 29.55135 6.07447
C38 -7.58546 24.22013 7.87068
H1 -6.25485 32.01755 15.86691
H2 -8.86044 22.19220 8.70662
H3 -8.68835 22.73137 13.48386
H4 -11.70067 35.58272 13.40322
H5 -11.95974 23.72885 11.51373
H6 -7.30509 27.06604 18.13344
H7 -8.98951 27.83495 14.49274
H8 -5.91116 24.22028 13.96092
H9 -13.11075 33.70189 13.90654
H10 -3.72101 27.66990 11.05963
H11 -12.73201 29.18844 5.70069
H12 -6.74342 31.10356 7.90194
H13 -8.99232 36.69200 11.82072
H14 -5.23795 28.90055 14.90168
H15 -10.11008 29.32239 5.56058
H16 -11.43954 27.56022 7.79647
H17 -5.25556 29.10161 20.26575
H18 -4.30669 27.77530 12.71701
H19 -7.17988 28.77311 1.64630
H20 -11.79745 23.58822 13.15290
H21 -11.49025 26.97319 14.11519
H22 -4.62611 33.56505 12.43015
H23 -5.94458 32.85142 9.36313
H24 -5.98359 19.57114 6.44298
H25 -11.03400 36.35380 10.51484
H26 -8.30570 24.94466 8.25072
H27 -7.09210 28.68691 12.57811
H28 -7.05045 25.39157 14.83699
H29 -8.91978 32.00487 10.69413
H30 -4.75546 27.53092 17.99880
H31 -5.15780 31.04327 14.97551
H32 -3.80898 30.07221 10.69633
H33 -10.11216 27.53029 10.65732
H34 -8.93797 28.74488 6.76789
H35 -7.38231 28.12540 4.73099
H36 -10.99178 29.92057 16.40847
H37 -8.44759 28.57449 16.49715
H38 -13.69542 32.94250 12.51680
H39 -10.98209 33.16141 16.91567
H40 -4.10972 29.35951 19.18740
H41 -6.34930 33.68595 13.92520
H42 -4.72135 33.62280 14.61646
H43 -8.94430 26.15829 10.75064
H44 -9.32715 26.44268 15.51541
H45 -11.23016 22.21578 12.27520
H46 -10.13287 24.98844 12.01315
H47 -8.39587 27.64972 12.76529
H48 -4.96356 29.86560 17.22271
H49 -7.02164 23.80117 8.70416
H50 -4.51899 32.37786 8.51845
H51 -5.77024 34.23752 10.85061
H52 -9.74704 23.52782 8.39658
H53 -7.86296 21.27420 5.92325
H54 -3.78436 35.65876 9.88421
H55 -12.98560 29.76366 8.56903
H56 -7.22277 23.63083 14.93325
H57 -12.11814 31.36701 14.81358
H58 -12.94436 27.34934 8.86739
H59 -10.04092 37.76009 11.69710
H60 -8.79356 30.02750 9.96181
H61 -9.53982 29.80806 11.46312
H62 -6.31181 31.07222 5.79522
H63 -5.36782 33.93080 8.09317
H64 -8.60246 28.78897 3.60813
H65 -5.06253 29.98153 12.10020
H66 -2.69837 35.20656 12.05363
H67 -11.76072 27.68583 15.74755
H68 -9.03871 22.50420 10.92607
H69 -5.54056 27.37453 15.72080
H70 -8.72482 23.58854 6.17432
H71 -5.63366 31.12273 2.35199
H72 -4.86677 20.21625 7.65689
H73 -9.55581 30.38353 6.66752
H74 -9.15049 27.18267 9.30887
H75 -9.79849 34.28008 12.48771
H76 -7.29644 32.63260 7.32673
H77 -7.40088 31.26292 2.36497
H78 -6.71675 22.51576 5.74984
H79 -7.51056 32.50050 11.77951
H80 -9.52841 24.07959 14.33703
H81 -7.27640 27.79527 19.69251
H82 -2.67112 28.12850 12.18829
H83 -10.88997 33.74885 15.18458
H84 -6.45220 26.47902 11.31576
H85 -6.82931 31.19890 14.39331
H86 -6.89426 24.79342 7.25287
H87 -4.85586 20.92440 5.98519
H88 -8.30605 23.84081 11.33995
H89 -5.62658 29.39119 4.01624
H90 -11.18794 28.61761 14.51997
H91 -9.12812 31.96706 12.40405
H92 -6.44677 31.63972 3.70741
H93 -6.64177 27.85368 14.59666
H94 -4.24567 36.92061 10.98337
H95 -10.51675 31.39117 14.73208
H96 -13.14244 26.97486 7.36898
H97 -14.13456 29.05822 7.52633
H98 -6.46668 30.09676 18.12885
H99 -5.61137 28.96799 1.53055
H100 -5.94294 26.18174 9.92142
H101 -4.00149 31.33453 12.73141
H102 -7.19499 28.23236 10.21185
H103 -12.55497 36.80319 12.34982
H104 -6.24001 35.81964 11.59133
H105 -6.49646 35.54718 9.95276
H106 -6.26243 26.37023 19.43822
H107 -9.20803 34.57786 10.79644
H108 -14.58470 34.43604 13.10283
H109 -10.71461 33.72963 11.21320
H110 -12.38892 33.34286 15.89602